Record 1
Formula: C15H21F5IMnO2P2
Source: the OMol25 dataset
Level of theory: the ωB97M-V functional and the def2-TZVPD basis

Atoms and positions in Å:
C  1.201420  -0.348942  -5.421782
C  1.128926  -1.297002  -4.346558
H  1.501536  -0.857455  -6.371777
H  1.933032  0.449474  -5.155960
H  0.208054  0.143374  -5.539494
O  1.118893  -2.163479  -3.566284
I  0.067492  2.250738  -1.533142
Mn  0.045245  0.121177  -0.366002
P  -2.079294  -0.709594  -0.567905
C  -2.637945  -2.192527  0.341185
C  -3.286429  0.531073  -0.017623
H  -4.306914  0.225564  -0.281758
H  -3.510578  -1.159025  -2.415752
H  -3.066780  1.516474  -0.445949
H  -2.165705  -0.087443  -2.931208
H  -2.471149  -2.017041  1.411412
H  -3.195255  0.592018  1.072142
C  -2.433409  -0.968784  -2.328712
H  -3.704648  -2.412897  0.184730
H  -1.863107  -1.834046  -2.689694
H  -2.047801  -3.071460  0.057096
P  2.235954  0.032988  0.362290
C  2.855961  -1.222547  1.528202
C  3.315689  0.036663  -1.096470
H  2.239911  2.454635  0.645418
H  3.636165  1.668352  1.462268
H  1.996148  1.575107  2.171617
C  2.565580  1.589861  1.236250
H  3.031119  0.818498  -1.817424
H  4.329640  0.228424  -0.724287
H  3.898919  -1.036943  1.823837
H  2.780177  -2.231167  1.106221
H  3.273326  -0.940191  -1.596677
H  2.220773  -1.194756  2.422186
C  0.414138  -1.670818  -0.511304
O  0.627171  -2.829030  -0.413615
F  -1.135448  3.136759  0.876375
C  -0.902410  2.195663  1.824270
C  -0.548030  0.879234  1.497231
C  -0.516150  0.070386  2.647092
F  -0.225574  -1.278061  2.525457
C  -0.771884  0.518098  3.958508
F  -0.745450  -0.380807  4.974270
C  -1.074297  1.856551  4.211167
F  -1.383065  2.331411  5.435313
C  -1.116778  2.693916  3.105690
F  -1.437169  3.987581  3.259152

Atoms 1-2, force components in eV/Å:
-0.13 0.71 -0.12
0.23 -4.53 3.09

The molar mass is 572.1 g/mol. Its spin multiplicity is 5. The value obtained for the HOMO energy (alpha / beta) is -14.32 / -14.35 eV. As for the charge: +2. As for the gap between HOMO and LUMO (alpha / beta): 5.71 / 5.73 eV.

Record 2
Formula: C15H21F8N2O8S
Source: the OMol25 dataset
Level of theory: the ωB97M-V functional and the def2-TZVPD basis

Atoms and positions in Å:
C  0.458065  0.620598  1.114178
C  1.382098  -0.254416  1.955035
O  1.197272  -0.320748  3.151066
N  2.423666  -0.903419  1.312918
C  2.765905  -2.206336  1.856208
C  2.109830  -3.439893  1.156439
C  0.847562  -3.187545  0.314609
C  -0.482204  -3.559583  1.027191
C  -1.476109  -4.362985  0.170911
N  -0.953680  -5.682176  -0.133799
O  -2.621472  -4.598095  0.954848
C  -3.628626  -3.597663  0.887594
O  -4.674696  -3.881680  0.381400
C  -3.430446  -2.180639  1.526753
O  -4.052406  -1.274833  0.940307
O  -2.719754  -2.052523  2.530402
S  -1.801413  -3.612910  -1.495412
C  -1.945014  -1.824109  -1.333261
O  -0.658920  -3.842826  -2.363231
O  -2.969617  -4.162187  -2.115139
H  1.050564  1.098990  0.328901
H  -0.320478  0.013972  0.662471
H  0.077437  1.385350  1.775921
H  2.330463  -0.899245  0.309014
H  2.586289  -2.261853  2.920919
H  3.846123  -2.325182  1.747263
H  1.903249  -4.168805  1.938110
H  2.864256  -3.903247  0.520880
H  0.946989  -3.805298  -0.576124
H  0.741293  -2.168057  -0.048909
H  -0.932284  -2.623261  1.358477
H  -0.299133  -4.109668  1.945665
H  -1.099718  -6.204756  0.723340
H  0.050650  -5.636212  -0.259056
H  -1.368848  -1.354824  -2.121878
H  -1.590537  -1.514136  -0.357487
H  -2.991514  -1.569938  -1.460957
C  0.832513  6.581883  -1.683484
C  1.809320  6.283502  -0.526045
C  2.827252  5.151293  -0.712573
F  2.248994  3.956974  -0.912410
F  3.583656  5.048446  0.405658
F  1.106149  6.103735  0.609295
F  2.545300  7.420786  -0.350256
O  -0.489490  6.050444  -1.633886
C  -0.775759  4.767651  -2.071989
C  -1.239879  3.847817  -0.937600
F  -0.330729  3.785573  0.050814
F  -1.417781  2.598589  -1.414603
F  0.259837  4.255749  -2.762812
F  -1.797588  4.881373  -2.945107
H  0.669621  7.657752  -1.634587
H  1.294250  6.404813  -2.654808
H  3.491589  5.368546  -1.554248
H  -2.182099  4.205212  -0.516928

Atoms 1-2, force components in eV/Å:
1.36 -0.11 -0.11
-0.72 0.80 0.20

The molar mass is 541.4 g/mol. The relative energy (zero: lowest compared OMol25 entry of this formula, charge and spin) comes out at 0.5592 eV. The value obtained for the HOMO energy is -5.27 eV. As for the charge: -1. As for the gap between HOMO and LUMO: 7.17 eV.

Record 3
Formula: C15H21N3O2S
Source: the OMol25 dataset
Level of theory: the ωB97M-V functional and the def2-TZVPD basis

Atoms and positions in Å:
C  -5.412172  -1.531068  -0.042297
C  -4.000749  -0.965845  -0.015080
O  -4.101787  0.441998  0.002615
C  -2.960053  1.185930  0.034163
C  -1.679068  0.656342  0.049804
C  -0.628947  1.561985  0.088300
C  -0.828702  2.962284  0.106999
C  -2.122924  3.472797  0.087447
C  -3.165314  2.578435  0.051106
H  -4.187494  2.921944  0.035329
H  -2.292667  4.536696  0.100412
N  0.385850  3.600154  0.133995
C  1.266993  2.644257  0.134612
N  0.729670  1.387014  0.112201
H  1.277613  0.522270  0.126303
S  2.988953  2.905676  0.216853
C  3.636231  1.487407  -0.761012
H  4.591140  1.852282  -1.135918
H  2.963659  1.328926  -1.601498
C  3.856861  0.210478  0.051013
N  2.667981  -0.631689  0.096747
C  2.600957  -1.469909  1.287732
C  1.263908  -2.213544  1.295058
O  1.105293  -3.004986  0.141347
C  1.201988  -2.220829  -1.023213
C  2.535227  -1.474313  -1.085582
H  2.562184  -0.852237  -1.982007
H  3.358790  -2.205557  -1.139403
H  1.109041  -2.909006  -1.864674
H  0.376829  -1.492981  -1.059144
H  1.211216  -2.896579  2.143969
H  0.443508  -1.482976  1.367493
H  2.668048  -0.836212  2.174333
H  3.424046  -2.202061  1.306974
H  4.122613  0.493009  1.072200
H  4.708248  -0.342959  -0.375791
H  -1.493101  -0.406457  0.039492
H  -3.444168  -1.294993  -0.904782
H  -3.469222  -1.319517  0.880352
H  -5.376515  -2.616691  -0.057852
H  -5.935360  -1.176661  -0.926041
H  -5.958589  -1.202803  0.837463

Atoms 1-2, force components in eV/Å:
0.36 0.28 0.01
-0.06 -0.33 -0.01

The molar mass is 307.4 g/mol. The structure (SMILES) is CCOc1ccc2nc(SCCN3CCOCC3)[nH]c2c1. The relative energy (zero: lowest compared OMol25 entry of this formula, charge and spin) comes out at 2.0310 eV. The value obtained for the HOMO energy is -7.46 eV. As for the gap between HOMO and LUMO: 8.05 eV.

Record 4
Formula: C15H21N3O2S
Source: the OMol25 dataset
Level of theory: the ωB97M-V functional and the def2-TZVPD basis

Atoms and positions in Å:
C  2.059177  -6.226182  -2.652942
C  0.801425  -6.086184  -1.829501
O  0.022610  -7.006593  -1.700734
C  0.560930  -4.775279  -1.183498
C  -0.535499  -4.660773  -0.324724
C  -0.812765  -3.476049  0.315208
C  0.004248  -2.359081  0.120186
C  1.083459  -2.457162  -0.756329
C  1.358683  -3.650470  -1.390697
H  2.201804  -3.690784  -2.061722
H  1.708984  -1.599512  -0.936908
N  -0.351914  -1.180450  0.763807
C  0.425330  -0.106700  1.113920
N  -0.262937  0.980789  1.554164
C  0.444122  2.137520  2.062161
C  0.578028  3.203436  0.977330
N  -0.747375  3.588948  0.517372
C  -1.430070  2.429720  -0.024246
C  -1.572827  1.356611  1.063002
H  -2.107914  0.504404  0.645598
H  -2.147485  1.764462  1.900621
H  -2.425017  2.729196  -0.361345
H  -0.884439  1.994923  -0.881536
C  -0.720955  4.719975  -0.400190
H  0.104880  4.653492  -1.124726
C  -0.620816  6.024259  0.397252
O  -1.646206  6.105513  1.351365
H  -1.705091  5.232066  1.762724
H  0.361856  6.098585  0.886167
H  -0.736217  6.881441  -0.269463
H  -1.664356  4.730214  -0.950939
H  1.084705  4.075491  1.390656
H  1.190726  2.801737  0.152230
H  1.429381  1.825987  2.408215
H  -0.131789  2.536878  2.902214
S  2.076504  -0.163533  1.128082
H  -1.264610  -1.219431  1.200264
H  -1.663824  -3.405047  0.979151
H  -1.158303  -5.529380  -0.172247
H  2.023081  -5.549843  -3.504449
H  2.932498  -5.984738  -2.051632
H  2.137978  -7.248458  -3.013860

Atoms 1-2, force components in eV/Å:
-0.13 -0.30 -0.01
0.20 -0.16 -0.21

The molar mass is 307.4 g/mol. The structure (SMILES) is CC(=O)c1ccc(NC(=S)N2CCN(CCO)CC2)cc1. The relative energy (zero: lowest compared OMol25 entry of this formula, charge and spin) comes out at 1.8591 eV. The value obtained for the HOMO energy is -8.34 eV. As for the gap between HOMO and LUMO: 8.53 eV.

Record 5
Formula: C15H21N3O2S
Source: the OMol25 dataset
Level of theory: the ωB97M-V functional and the def2-TZVPD basis

Atoms and positions in Å:
C  1.448971  4.967048  0.190633
H  1.780127  5.994774  0.072196
H  0.532165  4.955050  0.775334
H  1.241473  4.556972  -0.794692
C  2.529564  4.156513  0.907904
C  2.886945  4.788679  2.249376
H  3.650785  4.198802  2.748935
H  3.259619  5.797687  2.100684
H  2.005266  4.822857  2.883645
O  2.106240  2.831216  1.188879
C  2.024713  1.970038  0.076732
C  1.872044  0.544028  0.626550
C  0.544244  0.414238  1.388085
H  -0.271230  0.747697  0.745445
H  0.584532  1.074646  2.255520
C  0.302287  -1.022145  1.862293
C  0.161264  -1.973376  0.730849
N  0.917765  -3.007253  0.560010
N  0.518623  -3.575109  -0.600357
C  -0.493480  -2.885353  -1.184345
S  -1.253750  -3.233469  -2.592940
N  -0.735850  -1.844463  -0.307821
C  -1.744667  -0.874946  -0.484621
C  -2.717195  -0.696234  0.491338
C  -3.706003  0.251672  0.302252
C  -3.735301  1.006646  -0.858672
C  -2.774606  0.811403  -1.836749
C  -1.775503  -0.127421  -1.655072
H  -1.026166  -0.291500  -2.413379
H  -2.802005  1.390677  -2.747073
H  -4.512622  1.741394  -1.004029
H  -4.462049  0.392349  1.059933
H  -2.704856  -1.305876  1.382242
H  0.960858  -4.403911  -0.960029
H  1.157142  -1.359593  2.449427
H  -0.590647  -1.050728  2.490110
O  2.965958  0.224623  1.443708
H  3.073163  0.962066  2.060010
H  1.899554  -0.167892  -0.205443
H  2.945717  2.038025  -0.521335
H  1.168902  2.217208  -0.566019
H  3.429403  4.112881  0.270104

Atoms 1-2, force components in eV/Å:
0.25 -0.38 0.08
0.02 0.12 -0.05

The molar mass is 307.4 g/mol. The structure (SMILES) is CC(C)OC[C@@H](O)CCc1n[nH]c(=S)n1-c1ccccc1. The relative energy (zero: lowest compared OMol25 entry of this formula, charge and spin) comes out at 1.7686 eV. The value obtained for the HOMO energy is -7.86 eV. As for the gap between HOMO and LUMO: 8.52 eV.

Record 6
Formula: C15H21N3O3S
Source: the OMol25 dataset
Level of theory: the ωB97M-V functional and the def2-TZVPD basis

Atoms and positions in Å:
C  5.323380  0.902022  -0.434872
O  4.173854  1.048330  -1.236009
C  3.180403  0.083878  -1.006718
C  2.457706  0.252622  0.345339
N  1.250541  -0.521890  0.389507
C  1.164704  -1.742981  0.932646
N  -0.030079  -2.381375  0.777546
N  -1.018933  -1.828696  0.049036
C  -2.177654  -2.345359  -0.010465
C  -3.216430  -1.661677  -0.849387
H  -3.690759  -2.413210  -1.487596
H  -3.994743  -1.281354  -0.181750
C  -2.678365  -0.537934  -1.736497
C  -1.954665  0.562811  -1.008650
C  -0.820190  1.123713  -1.581031
C  -0.115424  2.169625  -0.984437
C  -0.583319  2.621927  0.223820
C  -1.724646  2.070652  0.807587
C  -2.429875  1.056470  0.210314
H  -3.314239  0.663575  0.680826
O  -1.975703  2.702276  1.996483
C  -0.949267  3.659047  2.151389
O  -0.086002  3.607012  1.036516
H  -0.379268  3.442543  3.069338
H  -1.392078  4.664852  2.229038
H  0.758647  2.598643  -1.444909
H  -0.470757  0.745714  -2.530309
H  -3.523531  -0.102064  -2.278459
H  -2.000653  -0.970168  -2.473740
C  -2.605176  -3.595168  0.712347
H  -2.409127  -3.503479  1.781419
H  -3.665730  -3.777573  0.568611
H  -2.051719  -4.458665  0.340422
H  -0.135841  -3.268002  1.263327
S  2.359690  -2.493063  1.791768
H  0.457905  -0.223887  -0.168818
H  3.097491  -0.088501  1.162947
H  2.211385  1.308327  0.488235
H  2.456642  0.216938  -1.816406
H  3.600237  -0.931082  -1.068130
H  5.124016  1.145092  0.613596
H  6.060218  1.598920  -0.829930
H  5.717347  -0.118870  -0.493928

Atoms 1-2, force components in eV/Å:
0.01 0.00 0.01
-0.03 0.17 -0.06

The molar mass is 323.4 g/mol. The structure (SMILES) is COCCNC(=S)N/N=C(\C)CCc1ccc2c(c1)OCO2. The relative energy (zero: lowest compared OMol25 entry of this formula, charge and spin) comes out at 2.8221 eV. The value obtained for the HOMO energy is -8.04 eV. As for the gap between HOMO and LUMO: 8.65 eV.